(1)
Entry from the OMol25 dataset: a structure of composition C51H48As2ClIrN7O2P at a distorted geometry (ωB97M-V/def2-TZVPD).

## Properties
⟨S²⟩   0.753
Frontier orbital gap (alpha / beta)   7.3469 / 6.7974 eV
Total charge   +1
Electronic energy   -214513.686 eV
2S+1   2
LUMO energy (alpha / beta)   -2.234 / -2.693 eV

Last column: Mulliken spin population.
Atoms and positions in Å:
Ir1 0.525 0.685 -0.282  0.566
C1 2.454 2.622 -5.120  0.000
N1 2.271 2.481 -3.683  0.001
C2 3.077 3.026 -2.724  0.004
C3 2.600 2.599 -1.518  0.002
N2 1.512 1.809 -1.744  -0.041
C4 1.331 1.738 -3.054  -0.003
P1 0.125 0.645 -3.856  0.002
C5 -1.315 1.115 -2.872  0.005
N3 -1.302 1.513 -1.609  0.083
C6 -2.595 1.868 -1.291  0.012
C7 -3.367 1.728 -2.422  0.002
N4 -2.562 1.217 -3.396  0.000
C8 -3.021 0.790 -4.707  0.001
C9 0.697 -0.875 -3.038  0.011
N5 1.196 -0.955 -1.807  -0.012
C10 1.648 -2.233 -1.657  -0.001
C11 1.408 -2.936 -2.799  0.005
N6 0.803 -2.070 -3.665  0.000
C12 0.367 -2.416 -5.009  0.000
H1 3.029 3.524 -5.307  0.000
H2 1.488 2.713 -5.610  0.000
H3 2.989 1.764 -5.525  0.000
H4 3.902 3.670 -2.975  0.000
H5 2.943 2.809 -0.520  -0.008
H6 -2.682 2.734 -0.650  0.007
H7 -4.432 1.798 -2.565  0.000
H8 -3.560 1.604 -5.187  0.000
H9 -3.672 -0.079 -4.607  0.000
H10 -2.166 0.524 -5.322  0.000
H11 2.144 -2.565 -0.762  -0.003
H12 1.617 -3.955 -3.072  0.000
H13 -0.225 -3.328 -4.966  0.000
H14 1.227 -2.558 -5.662  0.000
H15 -0.255 -1.618 -5.404  0.000
C13 0.218 -2.401 1.483  0.005
C14 -1.101 -2.898 0.867  0.000
As1 -1.672 -1.674 -0.581  0.035
C15 -2.628 -2.829 -1.848  0.001
C16 -3.848 -2.458 -2.410  -0.002
C17 -4.416 -3.209 -3.431  0.000
C18 -3.774 -4.343 -3.909  -0.001
C19 -2.557 -4.720 -3.359  0.000
C20 -1.986 -3.962 -2.345  -0.001
C21 -3.224 -0.838 0.269  -0.014
C22 -3.243 0.540 0.492  0.017
C23 -4.427 1.098 1.005  -0.001
C24 -5.525 0.326 1.316  0.000
C25 -5.471 -1.057 1.144  0.000
C26 -4.331 -1.623 0.616  0.000
As2 0.109 -0.468 1.920  -0.031
C27 -1.255 -0.706 3.314  0.004
C28 -2.404 0.049 3.490  -0.001
C29 -3.312 -0.275 4.490  0.001
C30 -3.072 -1.340 5.342  0.000
C31 -1.901 -2.071 5.205  0.000
C32 -1.001 -1.755 4.201  -0.001
C33 1.671 -0.043 2.978  0.040
C34 1.493 0.584 4.207  0.006
C35 2.581 0.986 4.965  0.000
C36 3.861 0.779 4.474  0.001
C37 4.055 0.185 3.238  0.001
C38 2.965 -0.224 2.471  -0.077
H16 1.035 -2.484 0.776  0.002
H17 0.474 -2.996 2.358  -0.002
H18 -1.892 -2.940 1.617  0.000
H19 -0.976 -3.898 0.449  0.000
H20 -4.370 -1.582 -2.043  0.000
H21 -5.374 -2.916 -3.844  0.000
H22 -4.227 -4.938 -4.691  0.000
H23 -2.055 -5.613 -3.713  0.000
H24 -1.034 -4.272 -1.927  -0.001
H25 -2.325 0.975 0.876  0.018
H26 -4.476 2.172 1.155  0.000
H27 -6.416 0.793 1.717  0.000
H28 -6.313 -1.679 1.419  0.000
H29 -4.300 -2.696 0.453  0.000
H30 -2.592 0.914 2.884  0.001
H31 -4.208 0.322 4.603  0.000
H32 -3.781 -1.588 6.121  0.000
H33 -1.681 -2.885 5.884  0.000
H34 -0.082 -2.323 4.135  0.000
H35 0.489 0.747 4.580  0.001
H36 2.428 1.458 5.925  0.000
H37 4.722 1.097 5.047  0.000
H38 5.056 0.062 2.851  0.000
H39 2.533 -0.348 0.492  0.230
Cl1 1.473 8.204 3.956  0.000
C39 1.081 6.645 3.309  0.000
C40 1.551 6.295 2.052  0.000
C41 1.239 5.047 1.541  0.001
C42 0.456 4.162 2.272  -0.001
C43 -0.015 4.535 3.526  0.001
C44 0.301 5.774 4.055  0.000
C45 0.081 2.816 1.740  0.053
O1 -0.856 2.184 2.220  0.002
O2 0.837 2.393 0.779  0.068
H40 2.152 6.995 1.490  0.000
H41 1.599 4.757 0.562  0.000
H42 -0.631 3.840 4.081  0.000
H43 -0.051 6.071 5.033  0.000
N7 3.126 -0.795 1.189  0.003
C46 4.357 -1.213 0.658  -0.009
C47 5.217 -2.038 1.383  0.002
C48 6.396 -2.483 0.810  0.000
C49 6.728 -2.138 -0.494  0.000
C50 5.861 -1.340 -1.224  0.002
C51 4.686 -0.874 -0.653  0.003
H44 4.949 -2.342 2.387  0.000
H45 7.056 -3.119 1.386  0.000
H46 7.652 -2.487 -0.933  0.000
H47 6.101 -1.070 -2.244  0.000
H48 4.011 -0.243 -1.224  0.008

---

(2)
Entry from the OMol25 dataset: a structure of composition C51H49BN10O2P2SW at a distorted geometry (ωB97M-V/def2-TZVPD).

## Properties
⟨S²⟩   0.794
Frontier orbital gap (alpha / beta)   4.1641 / 4.8720 eV
Total charge   +3
Electronic energy   -104570.873 eV
2S+1   2
LUMO energy (alpha / beta)   -11.407 / -10.705 eV

Last column: Mulliken spin population.
Atoms and positions in Å:
W1 0.359 0.096 0.387  0.753
C1 1.662 -3.601 3.082  0.004
C2 1.335 -3.089 1.835  0.008
N1 0.867 -1.840 1.938  -0.037
N2 0.875 -1.551 3.266  -0.004
C3 1.360 -2.586 3.964  -0.001
B1 0.414 -0.148 3.693  0.059
N3 1.527 0.747 3.114  0.024
C4 2.530 1.317 3.806  -0.003
C5 3.517 1.689 2.916  -0.003
C6 3.039 1.292 1.676  -0.005
N4 1.844 0.701 1.804  0.027
N5 -0.988 -0.035 3.038  0.027
C7 -2.149 -0.060 3.705  -0.003
C8 -3.167 -0.332 2.811  -0.005
C9 -2.534 -0.457 1.588  0.009
N6 -1.213 -0.277 1.728  -0.013
N7 0.268 0.167 5.156  -0.002
C10 -0.124 -0.559 6.230  -0.001
C11 -0.330 0.311 7.281  0.000
C12 -0.041 1.584 6.752  0.000
N8 0.323 1.471 5.501  0.000
H1 2.077 -4.562 3.301  0.000
H2 1.408 -3.596 0.897  0.000
H3 1.479 -2.545 5.026  0.000
H4 2.490 1.438 4.868  0.000
H5 4.459 2.149 3.128  0.000
H6 3.528 1.423 0.729  0.003
H7 -2.215 0.115 4.759  0.000
H8 -4.209 -0.428 3.033  0.001
H9 -2.963 -0.712 0.633  0.002
H10 -0.247 -1.623 6.188  0.000
H11 -0.617 0.081 8.286  0.000
H12 -0.056 2.531 7.252  0.000
C13 1.340 7.751 4.611  0.000
C14 0.764 6.634 3.830  -0.001
C15 1.335 5.355 3.851  0.000
C16 0.766 4.311 3.144  0.002
C17 -0.368 4.538 2.383  -0.002
C18 -0.947 5.799 2.338  0.000
C19 -0.389 6.837 3.056  0.000
S1 -1.244 3.241 1.516  0.003
O1 -1.855 2.341 2.447  -0.003
O2 -2.070 3.880 0.539  -0.007
N9 -0.165 2.230 0.704  -0.050
C20 0.707 2.746 -0.181  0.029
C21 0.886 4.101 -0.503  -0.022
C22 1.883 4.447 -1.383  0.010
C23 2.686 3.443 -1.934  -0.004
C24 2.425 2.134 -1.613  0.000
N10 1.439 1.756 -0.769  0.004
H13 2.296 7.487 5.053  0.000
H14 0.662 8.038 5.419  0.000
H15 1.450 8.641 3.991  0.000
H16 2.223 5.185 4.443  0.000
H17 1.187 3.322 3.189  0.000
H18 -1.828 5.943 1.734  0.000
H19 -0.842 7.816 3.030  0.000
H20 0.226 4.830 -0.064  -0.003
H21 2.049 5.481 -1.640  -0.002
H22 3.489 3.689 -2.609  0.001
H23 3.030 1.352 -2.053  -0.001
C25 0.425 -0.703 -3.658  0.012
C26 -0.187 0.603 -3.142  -0.022
P1 -1.328 0.363 -1.681  0.098
C27 -2.590 -0.591 -2.646  0.010
C28 -3.246 0.083 -3.684  -0.003
C29 -4.035 -0.618 -4.574  0.001
C30 -4.186 -1.992 -4.454  -0.001
C31 -3.560 -2.658 -3.413  0.000
C32 -2.777 -1.959 -2.508  0.010
C33 -2.264 1.930 -1.603  0.013
C34 -3.535 1.901 -1.008  0.001
C35 -4.337 3.023 -1.010  -0.002
C36 -3.879 4.203 -1.587  0.000
C37 -2.624 4.236 -2.189  -0.002
C38 -1.819 3.114 -2.195  -0.004
C39 1.650 -1.197 -2.886  -0.014
P2 1.388 -1.681 -1.116  0.080
C40 0.416 -3.223 -1.275  -0.039
C41 -0.706 -3.395 -0.460  0.055
C42 -1.431 -4.576 -0.503  0.007
C43 -1.070 -5.573 -1.397  0.001
C44 0.034 -5.404 -2.214  0.001
C45 0.788 -4.245 -2.148  -0.004
C46 3.093 -2.208 -0.672  0.004
C47 3.523 -3.518 -0.475  0.000
C48 4.835 -3.765 -0.100  -0.001
C49 5.730 -2.722 0.077  0.000
C50 5.313 -1.417 -0.136  0.001
C51 4.002 -1.166 -0.492  0.014
H24 0.755 -0.524 -4.686  0.003
H25 -0.343 -1.481 -3.699  -0.001
H26 -0.790 1.042 -3.942  0.000
H27 0.610 1.308 -2.909  -0.002
H28 -3.131 1.150 -3.807  0.000
H29 -4.526 -0.089 -5.377  0.000
H30 -4.794 -2.535 -5.160  0.000
H31 -3.677 -3.725 -3.304  0.000
H32 -2.299 -2.490 -1.702  0.006
H33 -3.897 0.990 -0.553  -0.001
H34 -5.315 2.991 -0.554  0.000
H35 -4.492 5.092 -1.558  0.000
H36 -2.270 5.146 -2.650  0.000
H37 -0.850 3.154 -2.673  0.002
H38 2.438 -0.440 -2.912  -0.003
H39 2.043 -2.089 -3.386  0.001
H40 -0.983 -2.586 0.224  -0.009
H41 -2.279 -4.715 0.150  0.000
H42 -1.649 -6.481 -1.448  0.000
H43 0.316 -6.187 -2.898  0.000
H44 1.669 -4.163 -2.764  0.000
H45 2.858 -4.357 -0.619  0.000
H46 5.162 -4.783 0.043  0.000
H47 6.747 -2.920 0.379  0.000
H48 6.010 -0.600 -0.032  0.000
H49 3.660 -0.153 -0.656  -0.007

---

ΔE to the lowest compared entry with this formula, charge and spin values (in kcal per mole) by entry order: 38.3, 49.9.